Entry 1:
Formula: C23H52ClGaN5O6
Source: the Open Molecules 2025 dataset
Level of theory: ωB97M-V/def2-TZVPD

Values from the calculation:
- ΔE to the lowest compared entry with this formula, charge and spin: 155.0 kJ/mol
- Largest force on an atom: 2.02 eV Å⁻¹
- HOMO: -3.59 eV
- Total charge: -1

Last column: Mulliken charge in e.
Geometry (Å):
Ga 2.059 -4.518 2.173  0.1527
Cl 1.083 -4.752 0.114  -0.5405
O -0.319 5.380 -0.280  -0.5702
O -0.228 -0.397 1.924  -0.6106
O -2.367 6.831 -3.911  -0.5653
O -8.325 5.728 -3.646  -0.6026
O 7.871 -6.804 3.524  -0.5260
O -2.119 -5.227 2.735  -0.3442
N 8.310 -8.881 2.712  0.1279
N 0.320 1.808 1.775  0.1951
N 1.204 5.866 -1.904  0.1687
N -8.359 4.666 -5.659  0.0993
N -4.121 6.883 -2.460  0.1939
C -8.037 5.680 -4.823  0.1394
C 0.227 0.611 2.410  0.1636
C 6.906 -9.158 2.461  -0.8488
C 2.470 -2.532 2.450  -0.3027
C 2.581 5.815 -2.347  -0.9469
C 3.649 -5.794 2.431  -0.5376
C -7.982 4.674 -7.058  -0.9152
C -0.425 -3.940 3.846  -0.6666
C 0.201 6.472 -2.768  -0.8620
C 8.653 -7.679 3.241  0.0950
C -9.106 3.537 -5.133  -0.9207
C 0.685 -5.020 3.652  -0.8098
C 9.297 -9.890 2.393  -0.9359
C -2.907 -5.302 1.546  -0.6752
C -5.559 6.891 -2.271  -0.6048
C 5.020 -5.273 1.940  0.0767
C -3.251 6.921 -1.294  -0.8421
C -3.563 6.841 -3.687  0.0652
C 5.476 -3.952 1.952  -0.8219
C 0.879 2.977 2.418  -0.7842
C 0.818 5.368 -0.710  0.2618
C -0.156 1.913 0.409  -0.6139
C -1.487 -3.932 2.711  -0.3992
H 2.945 6.830 -2.520  0.3298
H 2.641 5.246 -3.278  0.3294
H -0.267 7.307 -2.247  0.2404
H 0.617 0.636 3.441  0.2655
H -8.881 4.627 -7.677  0.3351
H 1.746 3.324 1.850  0.2178
H 0.658 6.825 -3.689  0.3769
H 3.663 -6.173 3.488  0.2590
H 0.024 -2.931 3.933  0.2138
H -2.614 7.806 -1.345  0.2227
H 5.736 -6.040 1.564  0.0063
H 6.507 -8.417 1.766  0.2297
H -0.995 -3.791 1.722  0.2086
H -1.216 1.654 0.375  0.3018
H -10.058 3.886 -4.731  0.2923
H -4.308 6.816 -4.500  0.2445
H -8.539 3.070 -4.326  0.2963
H 5.666 -3.374 2.871  0.2416
H -0.971 -4.130 4.804  0.3897
H 1.651 4.932 -0.135  0.0759
H 1.529 -1.959 2.256  -0.4303
H -2.612 6.037 -1.282  0.2910
H 3.434 -6.703 1.814  0.2725
H 3.210 5.335 -1.598  0.3101
H 0.264 -6.037 3.520  0.4152
H 6.788 -10.154 2.039  0.3720
H -9.288 2.807 -5.920  0.3724
H 3.252 -2.129 1.778  0.3561
H -7.430 5.580 -7.303  0.3057
H -2.230 -3.118 2.856  0.4075
H -0.566 5.738 -3.000  0.2877
H 9.740 -7.566 3.393  0.2438
H 1.288 -5.025 4.595  0.2869
H 5.626 -3.468 0.965  0.2327
H -3.845 6.952 -0.383  0.3710
H 9.089 -10.797 2.968  0.3253
H 0.127 3.770 2.448  0.2980
H -3.430 -4.330 1.406  0.2933
H 2.701 -2.386 3.531  0.2193
H -2.261 -5.456 0.658  0.2432
H 6.348 -9.088 3.396  0.2880
H 9.249 -10.120 1.326  0.3280
H -3.656 -6.112 1.652  0.2365
H 0.394 1.211 -0.220  0.3149
H 10.299 -9.539 2.636  0.2960
H -6.075 6.858 -3.227  -0.0728
H -7.472 6.486 -5.320  0.2809
H 1.192 2.744 3.435  0.2867
H -5.850 6.020 -1.681  0.3406
H -5.848 7.801 -1.741  0.3334
H -7.353 3.806 -7.269  0.3395
H -0.017 2.926 0.039  -0.0144

Entry 2:
Formula: C23H52FN6O5PS2
Source: the Open Molecules 2025 dataset
Level of theory: ωB97M-V/def2-TZVPD

Values from the calculation:
- Largest force on an atom: 2.02 eV Å⁻¹
- HOMO: -8.10 eV
- Total charge: 0

Last column: Mulliken charge in e.
Geometry (Å):
S 1.714 1.725 0.263  -0.1232
S 1.431 1.765 3.197  -0.1766
P -3.319 0.716 2.186  0.1581
F -2.287 0.840 3.412  -0.2682
O 5.425 -3.826 -1.229  -0.6561
O -6.984 0.161 1.426  -0.6152
O 1.426 -5.472 0.621  -0.5722
O 0.460 7.491 -3.374  -0.6600
O -0.551 3.254 -2.919  -0.6861
N -6.957 0.650 3.612  -0.0560
N 0.733 -6.092 2.657  -0.1384
N 3.365 0.411 2.026  0.0175
N -1.395 6.329 -2.891  -0.0302
N 1.433 2.303 -3.315  0.0987
N 5.487 -5.553 -2.657  -0.1646
C 4.344 -5.837 -0.504  -1.1357
C -2.770 6.137 -2.476  -0.8839
C -9.051 0.918 2.365  -1.3242
C -0.705 7.490 -3.004  0.8834
C -7.501 1.085 4.884  -0.8975
C 3.475 -0.658 1.027  -0.5600
C -0.760 0.573 0.881  -0.2038
C 5.221 -6.900 -3.123  -0.8242
C -7.589 0.543 2.415  0.8978
C 0.505 -5.599 1.411  0.7457
C 4.610 1.146 2.272  -0.5433
C -0.102 2.646 -5.194  -1.5909
C -0.223 -6.306 3.728  -0.8766
C 2.482 1.681 -4.101  -0.9570
C 0.231 2.763 -3.727  1.0754
C 5.273 1.780 1.043  -0.9923
C -0.913 -5.218 1.062  -1.3840
C 2.248 1.230 1.881  -0.0959
C -0.097 1.819 0.323  -0.5020
C 5.123 -4.984 -1.474  0.7518
C 2.459 -1.780 1.250  -0.8529
C -1.432 8.769 -2.659  -1.3402
C -2.300 0.628 0.654  -0.9635
H -2.802 5.498 -1.592  0.2494
H 0.615 3.207 -5.795  0.4124
H 4.645 -6.866 -4.050  0.2771
H -9.634 0.281 3.030  0.3625
H -8.551 1.340 4.792  0.3456
H 4.124 -5.249 0.379  0.1636
H -0.752 9.604 -2.799  0.2927
H -7.397 0.289 5.624  0.2892
H -9.408 0.782 1.349  0.2857
H -1.093 3.055 -5.360  0.3187
H -0.388 1.907 -0.724  0.3392
H 2.196 1.610 -5.145  0.3762
H -0.357 -0.288 0.351  -0.0207
H 3.335 -0.273 0.016  0.2210
H 6.004 -4.932 -3.259  0.2334
H -2.545 1.494 0.046  0.4014
H 1.698 -6.325 2.826  0.2170
H 1.637 -1.685 0.544  0.1381
H -0.235 -7.361 4.008  0.2882
H 2.080 -1.816 2.268  0.3093
H -2.297 8.908 -3.309  0.3548
H -0.930 -4.845 0.043  0.2892
H -0.433 2.726 0.820  0.3534
H 2.950 -2.727 1.033  0.1164
H 3.400 -6.156 -0.944  0.3599
H -3.333 5.648 -3.273  0.2614
H 6.162 -7.419 -3.319  0.2814
H -0.857 5.508 -3.131  0.1361
H -6.956 1.961 5.240  0.2877
H 3.396 2.271 -4.026  0.3045
H -1.761 8.755 -1.619  0.3545
H -0.096 1.601 -5.506  0.4324
H -2.582 -0.251 0.079  0.4627
H 4.927 -6.711 -0.209  0.4107
H 5.050 1.270 0.108  0.2613
H 0.061 -5.718 4.602  0.2852
H 2.682 0.678 -3.721  0.3037
H -1.275 -4.434 1.728  0.3867
H -3.813 -0.614 2.311  0.0106
H 4.660 -7.461 -2.385  0.3205
H -9.191 1.961 2.649  0.3526
H 5.308 0.493 2.789  0.4567
H 1.586 2.421 -2.326  -0.0726
H 6.353 1.727 1.169  0.3318
H -3.244 7.084 -2.242  0.3836
H -5.986 0.388 3.572  0.0776
H -0.548 0.420 1.934  0.4223
H -1.221 -6.016 3.421  0.3340
H -1.573 -6.083 1.130  0.4080
H 5.030 2.833 0.920  0.2988
H 4.373 1.943 2.973  0.3712
H 4.481 -1.068 1.032  0.6096

Entry 3:
Formula: C23H52LaP4Se
Source: the Open Molecules 2025 dataset
Level of theory: ωB97M-V/def2-TZVPD

Values from the calculation:
- ΔE to the lowest compared entry with this formula, charge and spin: 368.7 kJ/mol
- Largest force on an atom: 4.06 eV Å⁻¹
- HOMO (alpha / beta): -15.90 / -15.90 eV
- Total charge: +3

Last column: Mulliken charge in e.
Geometry (Å):
La 0.156 2.487 0.951  1.3915
Se 0.864 1.494 -2.458  0.0633
P -0.307 0.180 2.524  1.0052
P 3.116 0.300 0.249  1.3059
P -0.020 -1.696 -0.324  0.9236
P -2.492 0.804 -0.530  0.6959
C -0.841 4.005 -5.459  -0.6793
C 0.401 -2.159 -2.061  -1.3147
C 1.099 0.149 3.713  -1.2859
C 0.258 5.143 0.480  -0.5190
C 4.786 2.558 0.735  -1.6143
C 0.500 6.261 -0.246  -0.6858
C 0.123 5.323 -3.630  -0.8763
C -2.823 -0.042 -2.126  -0.9864
C 3.774 -0.322 -1.447  -0.2603
C -1.413 1.410 3.362  -1.2551
C -0.310 2.847 -4.856  -0.3773
C 4.560 -1.839 1.498  -1.3340
C 4.413 -0.307 1.485  -1.0045
C -1.159 -1.313 3.119  -1.4570
C -3.758 -0.062 0.495  -1.1142
C -3.495 2.288 -0.882  -1.4776
C 5.275 -0.123 -1.548  -1.2192
C -1.482 -2.801 -0.099  -1.3739
C -0.652 5.237 -4.807  -0.4703
C 1.303 -2.661 0.535  -1.1615
C 3.396 2.120 0.216  0.4161
C 0.409 2.870 -3.668  0.4206
C 0.656 4.128 -3.145  0.6570
H -1.246 1.228 4.430  0.4172
H 0.651 -0.192 4.658  0.5995
H 1.339 -2.430 1.616  0.2344
H -0.211 2.566 -1.526  -0.3437
H -3.573 0.196 1.549  0.1131
H -0.614 -2.214 2.824  0.4342
H 4.819 3.654 0.931  0.4104
H 3.197 2.445 -0.820  0.4441
H -3.743 0.323 -2.644  0.4670
H -1.172 2.463 3.126  0.4707
H -1.135 6.109 -5.251  0.4078
H 1.423 -1.843 -2.312  0.2271
H 3.962 -0.100 2.485  0.4694
H 1.586 1.126 3.872  0.4460
H -2.278 -2.545 -0.815  0.3656
H 0.154 7.300 -0.040  0.3241
H -1.948 0.155 -2.773  0.0417
H -1.130 -1.212 4.218  0.5747
H 3.607 -2.320 1.792  0.1973
H -2.892 2.945 -1.513  0.4065
H -1.904 -2.703 0.914  0.2509
H 1.250 6.088 -0.998  0.3703
H 1.297 4.147 -2.228  -0.0178
H 5.732 -0.717 -0.740  0.2750
H 1.123 4.359 0.381  0.4746
H 5.527 0.937 -1.417  0.1772
H 5.631 2.302 0.044  0.3052
H 2.301 -2.424 0.124  0.1547
H 4.840 -2.302 0.542  0.2996
H -2.204 -1.385 2.801  0.3046
H 5.325 -2.219 2.217  0.4231
H 1.874 -0.570 3.389  0.1571
H -2.941 -1.142 -2.007  0.4101
H 3.485 -1.381 -1.515  0.2474
H 0.325 -3.254 -2.127  0.4752
H -0.513 1.847 -5.341  0.3554
H -3.703 2.760 0.086  0.4428
H 4.969 2.090 1.728  0.3421
H -3.615 -1.149 0.384  0.3331
H 5.646 -0.465 -2.527  0.4105
H -0.601 5.124 1.192  0.3386
H -1.204 -3.855 -0.253  0.5331
H -1.347 4.047 -6.450  0.3908
H 5.442 0.154 1.504  0.4952
H 0.254 6.294 -3.091  0.2765
H -0.272 -1.703 -2.802  0.3260
H 2.686 2.605 0.945  -0.6715
H 3.195 0.173 -2.239  0.1729
H -4.443 2.030 -1.387  0.4833
H -2.466 1.209 3.141  0.2959
H 1.130 -3.748 0.418  0.5778
H -4.820 0.176 0.266  0.4704